1.
The following is a quantum chemistry calculation of 2 unconnected molecules or ions with the total composition C2H5O2S, from the Open Molecules 2025 dataset.

Properties
Kohn-Sham gap (hartree): 0.28649
Spin multiplicity: 1
Energy above the lowest of the compared OMol25 structures with the same formula, charge and spin (kcal/mol): 11.14
Total charge: -1
LUMO (eV): 3.6

Each line ends with the Mulliken charge.
Geometry (Å):
C  -1.189  1.006  0.309  -0.75
S  -0.570  0.068  1.742  -0.27
H  -0.403  1.580  -0.164  0.26
H  -2.034  1.615  0.635  0.33
H  -1.581  0.330  -0.439  0.26
O  1.463  0.526  -1.482  -0.63
C  1.139  -0.672  -1.435  0.00
O  -0.003  -1.193  -1.383  -0.66
H  1.980  -1.416  -1.487  0.34
H  -0.280  -0.976  0.941  0.13

---

2.
The following is a quantum chemistry calculation of 2 unconnected molecules or ions with the total composition C2H5O3 at a distorted geometry, from the Open Molecules 2025 dataset.

Properties
Kohn-Sham gap (hartree): 0.29799
Spin multiplicity: 1
Energy above the lowest of the compared OMol25 structures with the same formula, charge and spin (kcal/mol): 28.20
Total charge: -1
LUMO (eV): 4.1

Each line ends with the Mulliken charge.
Geometry (Å):
C  -0.644  -0.569  -1.040  -0.47
O  -1.186  -1.884  -0.797  -0.56
H  -0.887  -0.250  -2.064  0.25
H  0.433  -0.668  -1.035  0.19
H  -0.962  0.188  -0.339  0.27
O  0.715  1.987  0.362  -0.65
C  1.168  1.267  1.274  -0.07
O  0.727  0.203  1.754  -0.64
H  2.128  1.603  1.775  0.38
H  -1.493  -1.876  0.111  0.31

---

3.
The following is a quantum chemistry calculation of 2 unconnected molecules or ions with the total composition C2H5O3, from the Open Molecules 2025 dataset.

Properties
Kohn-Sham gap (hartree): 0.32988
Spin multiplicity: 1
Energy above the lowest of the compared OMol25 structures with the same formula, charge and spin (kcal/mol): 17.88
Total charge: -1
LUMO (eV): 4.4

Each line ends with the Mulliken charge.
Geometry (Å):
O  -0.063  1.179  -1.534  -0.62
C  0.846  0.385  -1.787  0.01
O  1.200  -0.642  -1.132  -0.76
H  1.452  0.554  -2.713  0.38
H  0.844  -0.254  0.487  0.40
C  -0.905  -0.231  1.331  -0.57
O  0.492  -0.103  1.421  -0.55
H  -1.296  -0.687  2.254  0.25
H  -1.398  0.723  1.145  0.22
H  -1.171  -0.925  0.528  0.23

---

| no. | calculated total energy (a.u.) |
| --- | --- |
| 1 | -627.92307 |
| 2 | -304.96258 |
| 3 | -304.97902 |